{"formula": "C33H25AsN6O4P2S5Se2Ta", "method": "the ωB97M-V functional and the def2-TZVPD basis", "species": ["Ta", "Se", "P", "C", "C", "C", "C", "C", "C", "C", "C", "C", "C", "C", "C", "C", "C", "N", "N", "N", "P", "Se", "C", "C", "C", "C", "C", "C", "C", "C", "C", "C", "C", "C", "H", "H", "H", "H", "H", "H", "H", "H", "H", "H", "H", "H", "H", "H", "H", "H", "H", "H", "H", "H", "S", "As", "S", "S", "S", "C", "C", "N", "C", "C", "N", "C", "O", "O", "C", "O", "O", "H", "H", "H", "H", "H", "S", "C", "N"], "coordinates": [[1.97, 2.12, 1.53], [-2.16, -1.59, -2.92], [-2.90, -0.18, -1.55], [-3.71, 1.23, -2.34], [-2.92, 2.20, -2.94], [-3.51, 3.29, -3.56], [-4.90, 3.40, -3.60], [-5.69, 2.42, -3.02], [-5.10, 1.33, -2.39], [-4.13, -0.86, -0.40], [-4.54, -0.10, 0.70], [-5.47, -0.62, 1.59], [-6.01, -1.88, 1.38], [-5.61, -2.63, 0.28], [-4.66, -2.13, -0.60], [-1.69, 0.64, -0.48], [-0.49, 0.31, 0.14], [-0.12, 1.42, 0.82], [-1.05, 2.35, 0.67], [-2.01, 1.90, -0.09], [0.43, -1.18, 0.45], [2.22, -0.72, 1.54], [0.89, -1.99, -1.09], [1.21, -3.34, -1.08], [1.71, -3.92, -2.24], [1.90, -3.16, -3.38], [1.59, -1.80, -3.37], [1.09, -1.21, -2.23], [-0.67, -2.26, 1.40], [-0.73, -2.06, 2.78], [-1.66, -2.76, 3.53], [-2.51, -3.66, 2.91], [-2.44, -3.87, 1.55], [-1.52, -3.17, 0.78], [-1.84, 2.13, -2.91], [-2.89, 4.06, -4.00], [-5.36, 4.25, -4.07], [-6.77, 2.50, -3.05], [-5.71, 0.57, -1.93], [-4.11, 0.88, 0.87], [-5.78, -0.03, 2.44], [-6.74, -2.28, 2.07], [-6.02, -3.62, 0.12], [-4.33, -2.71, -1.45], [1.07, -3.93, -0.19], [1.96, -4.98, -2.24], [2.30, -3.61, -4.28], [1.73, -1.21, -4.26], [0.83, -0.16, -2.22], [-0.06, -1.36, 3.25], [-1.71, -2.58, 4.60], [-3.24, -4.20, 3.50], [-3.10, -4.58, 1.07], [-1.49, -3.30, -0.29], [1.88, 5.60, -1.86], [2.57, 4.33, -0.36], [1.28, 4.38, 1.52], [2.13, 2.17, -0.88], [4.57, 4.52, 0.23], [4.87, 0.01, -1.40], [5.34, 0.67, -0.15], [4.56, 1.15, 0.80], [5.38, 1.68, 1.74], [6.69, 1.52, 1.38], [6.64, 0.87, 0.17], [7.99, 1.85, 1.99], [7.98, 2.46, 3.16], [9.02, 1.54, 1.42], [4.76, 2.35, 2.88], [5.37, 2.81, 3.82], [3.45, 2.41, 2.76], [4.55, 0.77, -2.12], [4.02, -0.62, -1.17], [5.67, -0.59, -1.84], [7.46, 0.64, -0.36], [7.05, 2.63, 3.48], [-0.14, 0.61, 5.56], [0.47, 1.24, 4.23], [0.90, 1.70, 3.23]], "e_homo_ev": -5.32, "e_above_lowest_kcal_mol": 11.9, "charge": -1}


{"formula": "C4H8OS", "method": "the ωB97M-V functional and the def2-TZVPD basis", "species": ["C", "C", "C", "C", "H", "H", "H", "H", "H", "H", "H", "H", "O", "S"], "coordinates": [[-2.04, -0.56, 0.19], [-1.20, 0.51, -0.63], [1.41, -0.16, 0.63], [2.48, 0.05, -0.28], [-1.44, -1.71, -0.13], [-3.33, -0.47, -0.26], [-1.67, -0.08, 1.72], [-1.78, 1.66, -0.57], [-0.94, 0.13, -1.55], [1.76, -0.04, 1.68], [0.55, -0.86, 0.39], [2.18, 0.08, -1.31], [3.74, 0.09, -0.13], [0.29, 1.37, 0.26]], "e_homo_ev": -9.49, "e_above_lowest_kcal_mol": 144.1}


{"formula": "C5H26O10", "method": "the ωB97M-V functional and the def2-TZVPD basis", "species": ["C", "O", "C", "C", "C", "C", "O", "H", "H", "H", "H", "H", "H", "H", "H", "H", "H", "H", "H", "O", "H", "H", "O", "H", "H", "O", "H", "H", "O", "H", "H", "O", "H", "H", "O", "H", "H", "O", "H", "H", "O"], "coordinates": [[1.12, 0.78, 1.28], [1.50, -0.57, 1.44], [-0.43, 0.56, 1.56], [-1.46, 1.49, 0.86], [-1.37, 1.43, -0.66], [-2.73, 1.50, -1.53], [-2.40, 1.52, -2.86], [1.82, 1.25, 2.07], [1.40, 1.25, 0.25], [-0.63, -0.51, 1.44], [-0.56, 0.55, 2.67], [-1.26, 2.54, 1.24], [-2.45, 1.23, 1.05], [-0.95, 0.44, -1.03], [-0.53, 2.02, -1.08], [-3.24, 2.54, -1.47], [-3.47, 0.73, -1.26], [1.66, -3.25, 1.32], [2.33, -1.92, 1.41], [2.54, -2.88, 1.30], [-1.32, 1.27, -3.37], [-0.45, 0.53, -4.90], [-0.38, 0.61, -3.97], [-0.63, -1.34, -3.05], [-0.03, -2.40, -2.20], [-0.59, -2.29, -2.97], [1.79, -0.12, 4.26], [0.67, -0.34, 3.47], [0.87, 0.11, 4.36], [3.58, -0.68, -1.82], [3.18, 0.65, -2.47], [3.95, 0.10, -2.28], [1.09, 1.42, -3.62], [1.32, 2.02, -2.35], [1.85, 1.89, -3.17], [-0.29, -2.88, 1.91], [-1.63, -2.55, 3.24], [-0.07, -2.15, 2.50], [-2.20, -1.06, 2.96], [0.74, -1.55, 2.17], [-2.34, -1.94, 3.27]], "e_homo_ev": -2.33, "charge": -2}


{"formula": "C18H21N5O3S", "method": "the ωB97M-V functional and the def2-TZVPD basis", "species": ["C", "C", "N", "N", "N", "N", "C", "C", "C", "C", "C", "O", "C", "C", "S", "O", "O", "N", "C", "C", "C", "C", "C", "C", "C", "C", "C", "H", "H", "H", "H", "H", "H", "H", "H", "H", "H", "H", "H", "H", "H", "H", "H", "H", "H", "H", "H", "H"], "coordinates": [[4.38, -1.19, 2.32], [4.72, -1.29, 0.83], [4.56, -0.03, 0.17], [5.56, 0.86, 0.17], [5.19, 1.87, -0.49], [3.97, 1.71, -0.97], [3.55, 0.53, -0.56], [2.26, -0.04, -0.89], [1.61, 0.44, -2.03], [0.38, -0.04, -2.41], [-0.26, -1.03, -1.66], [-1.46, -1.57, -1.93], [-2.17, -1.12, -3.06], [0.39, -1.48, -0.51], [-0.39, -2.72, 0.53], [-0.55, -3.95, -0.18], [0.33, -2.74, 1.77], [-1.94, -2.15, 0.80], [-2.13, -0.77, 0.92], [-1.21, 0.00, 1.63], [-1.39, 1.36, 1.72], [-2.47, 2.00, 1.13], [-2.64, 3.48, 1.25], [-3.41, 1.23, 0.43], [-4.60, 1.88, -0.21], [-3.22, -0.14, 0.33], [1.62, -1.00, -0.12], [4.54, -2.15, 2.80], [3.34, -0.89, 2.47], [5.02, -0.45, 2.79], [5.77, -1.58, 0.72], [4.09, -2.03, 0.33], [2.10, 1.21, -2.61], [-0.09, 0.36, -3.30], [-3.09, -1.70, -3.09], [-1.61, -1.29, -3.98], [-2.42, -0.06, -2.97], [-2.60, -2.61, 0.18], [-0.38, -0.49, 2.11], [-0.67, 1.95, 2.27], [-2.65, 3.95, 0.26], [-1.82, 3.92, 1.82], [-3.57, 3.73, 1.74], [-4.28, 2.62, -0.94], [-5.21, 2.38, 0.54], [-5.21, 1.14, -0.72], [-3.94, -0.74, -0.21], [2.01, -1.38, 0.80]], "e_homo_ev": -8.59, "e_above_lowest_kcal_mol": 59.7}


{"formula": "C51H87CrN5O9P3S5", "method": "the ωB97M-V functional and the def2-TZVPD basis", "species": ["Cr", "C", "C", "C", "P", "C", "C", "C", "C", "C", "C", "C", "C", "C", "C", "N", "C", "C", "C", "C", "C", "C", "C", "C", "C", "H", "H", "H", "H", "H", "H", "H", "H", "H", "H", "H", "H", "H", "H", "H", "H", "H", "H", "H", "H", "H", "H", "H", "H", "H", "H", "H", "H", "H", "H", "H", "C", "C", "C", "O", "P", "O", "C", "P", "O", "O", "C", "C", "C", "O", "C", "C", "C", "O", "C", "C", "C", "H", "H", "H", "H", "H", "H", "H", "H", "H", "H", "H", "H", "H", "H", "H", "H", "H", "H", "H", "H", "H", "H", "H", "H", "H", "H", "H", "H", "H", "H", "C", "S", "C", "C", "S", "S", "C", "S", "S", "H", "H", "H", "C", "C", "C", "C", "N", "N", "H", "H", "H", "H", "H", "H", "H", "H", "H", "H", "H", "H", "C", "C", "C", "C", "C", "C", "O", "N", "C", "O", "N", "C", "O", "H", "H", "H", "H", "H", "H", "H", "H", "H", "H", "H"], "coordinates": [[-0.38, -0.07, 0.55], [-4.98, -2.43, 1.22], [-3.45, -2.36, 1.25], [-2.87, -3.37, 0.27], [-2.70, -0.64, 1.08], [-3.90, 0.49, 0.19], [-4.63, -0.17, -0.99], [-4.85, 1.31, 1.05], [-2.58, -0.18, 2.83], [-3.71, -0.14, 3.65], [-3.65, 0.12, 5.01], [-4.89, 0.20, 5.86], [-2.37, 0.32, 5.55], [-1.24, 0.25, 4.77], [-1.29, 0.00, 3.38], [-0.15, -0.09, 2.60], [1.09, 0.02, 3.33], [1.69, 1.27, 3.54], [1.03, 2.54, 3.07], [2.87, 1.37, 4.27], [3.48, 0.26, 4.85], [4.75, 0.41, 5.65], [2.83, -0.95, 4.73], [1.63, -1.08, 4.02], [0.92, -2.39, 4.17], [-5.29, -3.36, 1.70], [-5.35, -2.46, 0.20], [-5.47, -1.61, 1.74], [-3.12, -2.62, 2.26], [-3.11, -3.11, -0.76], [-3.31, -4.36, 0.46], [-1.79, -3.45, 0.35], [-3.20, 1.19, -0.25], [-4.00, -0.89, -1.51], [-4.91, 0.61, -1.70], [-5.55, -0.67, -0.68], [-5.65, 0.70, 1.47], [-5.31, 2.06, 0.41], [-4.33, 1.82, 1.85], [-4.68, -0.32, 3.21], [-5.76, -0.17, 5.32], [-5.09, 1.23, 6.15], [-4.78, -0.39, 6.78], [-2.27, 0.52, 6.61], [-0.28, 0.40, 5.25], [1.52, 3.40, 3.52], [-0.02, 2.54, 3.34], [1.08, 2.62, 1.99], [3.31, 2.35, 4.41], [5.53, 0.88, 5.05], [5.12, -0.56, 5.99], [4.58, 1.04, 6.52], [3.22, -1.82, 5.23], [0.87, -2.66, 5.22], [1.46, -3.19, 3.67], [-0.11, -2.34, 3.80], [5.81, 2.96, 0.13], [4.53, 3.01, 0.95], [3.58, 4.07, 0.43], [3.92, 1.69, 1.05], [3.08, 0.73, 0.13], [1.62, 0.72, 0.40], [3.44, 1.14, -1.59], [2.66, -0.07, -2.70], [1.50, -0.75, -2.12], [3.91, -1.01, -3.04], [3.71, -2.15, -3.93], [5.08, -2.48, -4.50], [3.09, -3.32, -3.19], [2.31, 0.66, -4.05], [3.28, 1.30, -4.92], [2.99, 0.85, -6.33], [3.17, 2.80, -4.76], [3.74, -0.67, 0.45], [5.19, -0.79, 0.61], [5.49, -1.02, 2.08], [5.72, -1.89, -0.28], [6.38, 3.87, 0.31], [5.58, 2.90, -0.93], [6.43, 2.10, 0.42], [4.78, 3.22, 1.99], [3.34, 3.90, -0.62], [4.05, 5.05, 0.51], [2.65, 4.09, 1.00], [4.52, 1.16, -1.76], [3.01, 2.12, -1.80], [3.05, -1.83, -4.74], [5.75, -2.77, -3.69], [5.51, -1.62, -5.01], [5.00, -3.30, -5.20], [3.76, -3.65, -2.39], [2.94, -4.15, -3.88], [2.13, -3.05, -2.75], [4.28, 0.96, -4.63], [1.96, 1.11, -6.59], [3.11, -0.23, -6.44], [3.66, 1.34, -7.03], [2.15, 3.12, -4.95], [3.84, 3.29, -5.48], [3.44, 3.14, -3.76], [5.65, 0.16, 0.32], [5.08, -1.97, 2.40], [5.06, -0.23, 2.69], [6.57, -1.04, 2.23], [5.33, -2.86, 0.04], [6.81, -1.91, -0.22], [5.43, -1.72, -1.32], [-1.21, 5.67, 3.09], [-2.12, 5.38, 1.55], [-0.83, 4.82, 0.51], [-0.57, 3.52, 0.23], [-1.31, 2.19, 1.05], [0.69, 3.30, -0.97], [1.13, 4.95, -1.20], [2.38, 5.40, -2.19], [0.13, 6.02, -0.33], [-1.88, 6.23, 3.75], [-0.32, 6.27, 2.89], [-0.93, 4.73, 3.55], [0.78, -5.00, -0.59], [1.11, -4.38, 0.76], [2.61, -4.09, 0.84], [0.71, -5.35, 1.87], [0.30, -3.17, 1.00], [0.57, -2.03, 0.19], [1.33, -5.94, -0.71], [1.04, -4.34, -1.42], [-0.29, -5.21, -0.66], [3.19, -5.01, 0.72], [2.86, -3.65, 1.80], [2.92, -3.40, 0.05], [1.15, -6.33, 1.68], [-0.38, -5.46, 1.88], [1.04, -5.02, 2.85], [0.39, -2.89, 1.96], [0.26, -2.26, -0.76], [1.57, -1.81, 0.15], [-4.39, -2.85, -3.51], [-2.99, -3.05, -4.07], [-1.99, -1.87, -3.94], [-0.85, -2.14, -4.97], [0.16, -1.01, -5.11], [-2.64, -0.57, -4.32], [-3.37, -0.44, -5.28], [-2.26, 0.51, -3.57], [-1.56, 0.46, -2.36], [-1.24, 1.52, -1.85], [-1.26, -0.74, -1.78], [-1.33, -1.86, -2.54], [-0.82, -2.91, -2.17], [-4.99, -3.73, -3.71], [-4.88, -1.99, -3.97], [-4.38, -2.70, -2.43], [-3.08, -3.27, -5.14], [-2.51, -3.91, -3.60], [-1.32, -2.33, -5.93], [-0.36, -3.05, -4.64], [-0.29, -0.11, -5.54], [0.97, -1.31, -5.78], [0.60, -0.74, -4.15], [-2.56, 1.42, -3.86]], "multiplicity": 4, "s2": 3.836, "e_homo_ev": [-6.76, -6.78]}


{"formula": "C22H20Cl2N4O3", "method": "the ωB97M-V functional and the def2-TZVPD basis", "species": ["C", "O", "C", "C", "C", "C", "N", "C", "C", "N", "C", "O", "C", "C", "O", "C", "C", "C", "C", "Cl", "C", "C", "Cl", "N", "C", "C", "N", "C", "C", "C", "C", "H", "H", "H", "H", "H", "H", "H", "H", "H", "H", "H", "H", "H", "H", "H", "H", "H", "H", "H", "H"], "coordinates": [[8.05, 1.86, 0.81], [7.23, 1.85, -0.33], [5.97, 1.34, -0.21], [5.18, 1.37, -1.36], [3.90, 0.87, -1.36], [3.34, 0.35, -0.19], [2.01, -0.10, -0.12], [1.08, 0.24, -1.17], [-0.34, 0.20, -0.59], [-0.60, -1.10, -0.02], [-1.78, -1.71, -0.17], [-2.69, -1.17, -1.01], [-3.77, -2.02, -0.97], [-4.97, -1.68, -1.78], [-5.17, -0.29, -1.88], [-5.25, 0.44, -0.73], [-5.43, -0.09, 0.55], [-5.49, 0.75, 1.65], [-5.38, 2.12, 1.49], [-5.45, 3.16, 2.86], [-5.22, 2.67, 0.22], [-5.15, 1.83, -0.87], [-4.93, 2.49, -2.45], [-3.60, -3.02, -0.18], [-2.34, -2.88, 0.35], [-1.80, -3.80, 1.25], [-1.36, -4.55, 2.00], [0.36, -1.50, 0.99], [1.76, -1.44, 0.38], [4.13, 0.33, 0.96], [5.42, 0.81, 0.95], [8.24, 0.85, 1.18], [8.99, 2.31, 0.49], [7.62, 2.47, 1.62], [5.61, 1.78, -2.26], [3.33, 0.90, -2.27], [1.29, 1.25, -1.52], [1.15, -0.46, -2.02], [-1.07, 0.40, -1.38], [-0.42, 0.97, 0.19], [-4.84, -2.01, -2.82], [-5.84, -2.20, -1.35], [-5.52, -1.15, 0.69], [-5.62, 0.33, 2.63], [-5.13, 3.73, 0.09], [0.14, -2.51, 1.34], [0.31, -0.81, 1.84], [2.50, -1.70, 1.14], [1.83, -2.18, -0.43], [3.72, -0.06, 1.88], [5.99, 0.77, 1.87]], "e_homo_ev": -7.83}


So what do the calculations give for strongest force on any atom? Going down the list: 1.43 6.90 4.39 1.59 0.63 1.45 eV/A.